{"formula": "C27H62NO19PSi2", "method": "ωB97M-V/def2-TZVPD", "homo_ev": -8.88, "spin_multiplicity": 1, "total_energy_ha": -3470.64097, "symbols": ["C", "C", "C", "Si", "O", "Si", "P", "N", "H", "H", "H", "H", "H", "H", "H", "H", "H", "H", "H", "H", "H", "H", "C", "C", "O", "C", "O", "O", "C", "H", "H", "H", "H", "H", "H", "H", "H", "C", "C", "O", "C", "O", "O", "C", "H", "H", "H", "H", "H", "H", "H", "H", "C", "C", "O", "C", "O", "O", "C", "H", "H", "H", "H", "H", "H", "H", "H", "C", "C", "O", "C", "O", "O", "C", "H", "H", "H", "H", "H", "H", "H", "H", "C", "C", "O", "C", "O", "O", "C", "H", "H", "H", "H", "H", "H", "H", "H", "C", "C", "O", "C", "O", "O", "C", "H", "H", "H", "H", "H", "H", "H", "H"], "coordinates": [[1.8722, -4.0693, -2.6134], [1.9546, -2.4602, -2.3077], [2.9015, -1.6244, -3.4012], [2.4449, 0.2687, -3.1611], [1.5840, 0.3743, -1.6316], [0.3220, 1.5969, -1.6560], [-1.1505, 1.4062, -3.2894], [-1.3239, -0.0960, -3.8669], [1.2442, -4.5918, -1.7452], [2.9112, -4.6198, -2.6375], [1.2814, -4.2868, -3.6109], [2.2947, -2.1983, -1.1985], [0.8578, -2.0119, -2.4106], [4.0553, -1.8328, -3.1795], [2.6689, -1.9476, -4.5025], [3.7377, 0.9963, -3.0792], [1.7302, 0.8336, -4.2976], [0.9523, 2.9094, -1.7177], [-0.4369, 1.4449, -0.3904], [-2.4177, 1.8848, -2.7517], [-0.8201, 2.2978, -4.3974], [-0.6425, -0.7023, -3.3482], [-5.0783, 3.5573, 2.6040], [-4.4235, 2.2443, 2.9926], [-4.8126, 1.1983, 2.0944], [-4.1529, 1.1665, 0.9104], [-3.2703, 1.9349, 0.5581], [-4.6615, 0.1497, 0.1704], [-4.1038, 0.0520, -1.1385], [-6.1634, 3.4369, 2.5199], [-4.8630, 4.3323, 3.3455], [-4.7210, 3.9040, 1.6298], [-4.7649, 1.9487, 3.9908], [-3.3316, 2.3349, 3.0402], [-3.0103, 0.0161, -1.1038], [-4.4437, 0.8921, -1.7513], [-4.4642, -0.8759, -1.5924], [10.0300, 3.0573, -2.4843], [9.8003, 1.9735, -1.4468], [8.7798, 2.3658, -0.5213], [7.5044, 2.2095, -0.9537], [7.1626, 1.7659, -2.0400], [6.6706, 2.6574, 0.0181], [5.2911, 2.6197, -0.3410], [10.2280, 4.0191, -1.9999], [10.8762, 2.8033, -3.1295], [9.1460, 3.1952, -3.1141], [10.7169, 1.8265, -0.8650], [9.5582, 1.0111, -1.9134], [4.9987, 1.6262, -0.6951], [5.0841, 3.3778, -1.1022], [4.7019, 2.8544, 0.5504], [1.0418, -0.0351, -8.4658], [0.4597, 1.0523, -7.5812], [1.3907, 2.1295, -7.4230], [1.4487, 3.0103, -8.4521], [0.7830, 2.9648, -9.4760], [2.3952, 3.9377, -8.1618], [2.6126, 4.8874, -9.2031], [2.0190, -0.3559, -8.0902], [0.3745, -0.9011, -8.5056], [1.1974, 0.3269, -9.4865], [0.2715, 0.6461, -6.5813], [-0.5004, 1.4165, -7.9660], [1.6744, 5.3553, -9.5177], [3.1064, 4.4033, -10.0509], [3.2742, 5.6687, -8.8172], [-3.6554, -1.7566, 2.4914], [-2.3346, -1.1471, 2.9244], [-1.8677, -1.7560, 4.1341], [-1.2552, -2.9566, 3.9878], [-1.0678, -3.5445, 2.9328], [-0.9099, -3.4079, 5.2196], [-0.3206, -4.7065, 5.2154], [-4.3841, -1.7178, 3.3077], [-4.0624, -1.2254, 1.6260], [-3.5352, -2.8105, 2.2231], [-2.4783, -0.0826, 3.1399], [-1.5783, -1.2154, 2.1332], [0.5208, -4.7597, 4.5173], [-1.0767, -5.4573, 4.9673], [0.0543, -4.9122, 6.2224], [2.9446, -3.9664, 2.2023], [4.2654, -3.3568, 2.6354], [4.7323, -3.9657, 3.8451], [5.3448, -5.1663, 3.6988], [5.5322, -5.7543, 2.6438], [5.6901, -5.6177, 4.9306], [6.2794, -6.9162, 4.9264], [2.2159, -3.9276, 3.0187], [2.5376, -3.4351, 1.3369], [3.0648, -5.0203, 1.9341], [4.1217, -2.2923, 2.8509], [5.0217, -3.4252, 1.8442], [7.1208, -6.9695, 4.2283], [5.5233, -7.6670, 4.6783], [6.6543, -7.1220, 5.9333], [-11.8364, 2.7788, 6.4731], [-10.5068, 3.3891, 6.8776], [-9.4487, 2.4324, 6.7453], [-8.9738, 2.2536, 5.4881], [-9.3611, 2.8327, 4.4839], [-8.0114, 1.2985, 5.5316], [-7.4773, 0.9572, 4.2542], [-12.0178, 1.8500, 7.0237], [-12.6578, 3.4744, 6.6688], [-11.8469, 2.5242, 5.4091], [-10.5446, 3.6762, 7.9342], [-10.2878, 4.2984, 6.3053], [-7.1371, 1.8464, 3.7143], [-8.2267, 0.4140, 3.6708], [-6.6171, 0.2996, 4.4108]], "mulliken_charge": [-1.037, 0.094, -0.586, 0.506, -0.157, 0.414, 0.260, -0.710, 0.262, 0.280, 0.302, 0.156, -0.075, 0.318, 0.317, -0.217, -0.127, -0.156, -0.145, 0.017, 0.037, 0.260, -1.386, -0.508, -0.112, 0.546, -0.542, -0.307, -0.586, 0.296, 0.402, 0.348, 0.550, 0.439, 0.166, 0.311, 0.289, -1.077, -0.160, -0.364, 0.736, -0.569, -0.340, -0.480, 0.291, 0.348, 0.304, 0.290, 0.301, 0.166, 0.306, 0.246, -1.222, 0.086, -0.222, 0.650, -0.562, -0.319, -0.643, 0.292, 0.370, 0.336, 0.117, 0.317, 0.294, 0.285, 0.227, -0.874, 0.039, -0.377, 0.743, -0.564, -0.340, -0.404, 0.228, 0.172, 0.412, 0.107, 0.312, 0.081, 0.287, 0.231, -0.586, -0.240, -0.346, 0.747, -0.558, -0.330, -0.621, 0.014, 0.144, 0.331, 0.308, 0.327, 0.292, 0.285, 0.225, -1.080, -0.167, -0.368, 0.705, -0.562, -0.349, -0.119, 0.290, 0.351, 0.304, 0.286, 0.305, -0.045, 0.353, 0.129]}

{"formula": "C27H63N9O9", "method": "ωB97M-V/def2-TZVPD", "homo_ev": -9.08, "spin_multiplicity": 1, "total_energy_ha": -2236.30814, "e_above_lowest_kj_mol": 1124.1, "symbols": ["C", "N", "C", "C", "O", "H", "H", "H", "H", "H", "H", "H", "C", "N", "C", "C", "O", "H", "H", "H", "H", "H", "H", "H", "C", "N", "C", "C", "O", "H", "H", "H", "H", "H", "H", "H", "C", "N", "C", "C", "O", "H", "H", "H", "H", "H", "H", "H", "C", "N", "C", "C", "O", "H", "H", "H", "H", "H", "H", "H", "C", "N", "C", "C", "O", "H", "H", "H", "H", "H", "H", "H", "C", "N", "C", "C", "O", "H", "H", "H", "H", "H", "H", "H", "C", "N", "C", "C", "O", "H", "H", "H", "H", "H", "H", "H", "C", "N", "C", "C", "O", "H", "H", "H", "H", "H", "H", "H"], "coordinates": [[26.2935, -13.5090, 11.2097], [25.8505, -12.2184, 10.7913], [24.6398, -12.1897, 10.1373], [26.6473, -11.1036, 10.7529], [26.2726, -9.9616, 10.4283], [25.5420, -13.9768, 11.8458], [27.2929, -13.3656, 11.6204], [26.3006, -14.0143, 10.2439], [23.8132, -12.5812, 10.7302], [24.3312, -11.1912, 9.8279], [24.6028, -12.8340, 9.2589], [27.5542, -11.3205, 11.3383], [32.6390, -6.0799, 17.5830], [31.9024, -5.2960, 16.6170], [32.2740, -3.9187, 16.4903], [30.9032, -5.8644, 15.9407], [30.5506, -7.0469, 16.1034], [32.2821, -5.9009, 18.5973], [33.7254, -6.0267, 17.6534], [32.4924, -7.1554, 17.4843], [31.6137, -3.3729, 15.8164], [32.3106, -3.3056, 17.3908], [33.2977, -3.7357, 16.1638], [30.3999, -5.1149, 15.3104], [23.3153, -0.8653, 13.5376], [24.4087, -1.6010, 12.9375], [24.3475, -2.9688, 12.5799], [25.4921, -0.8093, 12.7500], [26.5975, -1.2717, 12.3996], [22.4026, -1.4587, 13.4840], [23.1532, 0.0689, 12.9998], [23.6136, -0.8086, 14.5845], [24.5933, -3.5414, 13.4741], [23.3760, -3.2759, 12.1924], [25.0128, -3.0784, 11.7234], [25.3823, 0.2570, 13.0013], [30.5401, -16.8424, 18.6272], [31.0340, -16.6349, 17.2199], [31.5280, -15.3105, 16.9675], [30.7759, -17.5945, 16.2361], [31.1571, -17.4174, 15.1173], [30.0586, -17.8199, 18.6565], [29.6462, -16.2442, 18.8036], [31.2682, -16.7489, 19.4329], [32.2790, -15.0962, 16.2071], [30.6079, -14.7538, 16.7897], [32.1544, -15.0196, 17.8107], [30.3980, -18.5720, 16.5737], [20.7179, -20.9900, 12.0414], [21.7478, -20.7164, 11.1086], [22.5251, -19.5274, 11.2654], [21.6526, -21.2741, 9.9101], [22.3311, -20.9029, 8.8963], [21.2280, -20.9937, 13.0047], [20.3078, -21.9735, 11.8120], [19.8499, -20.3310, 12.0558], [21.8668, -18.6800, 11.0743], [23.1506, -19.6205, 12.1532], [23.1806, -19.2610, 10.4363], [20.9503, -22.1198, 9.8485], [34.7314, -11.1748, 12.2531], [36.0429, -11.7988, 12.6419], [36.2622, -13.1657, 12.0499], [37.0808, -11.2081, 13.2618], [38.1616, -11.7536, 13.5189], [33.8233, -11.7496, 12.4352], [34.9474, -11.2042, 11.1852], [34.8281, -10.1518, 12.6167], [37.0674, -13.7685, 12.4699], [35.3170, -13.6915, 11.9152], [36.5244, -13.0282, 11.0009], [36.7343, -10.2001, 13.5377], [29.3996, -3.4250, 6.1299], [29.3738, -2.4206, 5.1891], [30.4956, -2.4571, 4.1711], [28.5069, -1.4007, 5.2182], [28.4688, -0.4551, 4.2706], [30.3166, -3.4356, 6.7192], [29.3542, -4.4214, 5.6902], [28.5933, -3.4212, 6.8633], [30.5828, -3.3999, 3.6311], [30.2638, -1.7137, 3.4084], [31.3701, -1.9464, 4.5744], [27.7593, -1.3400, 6.0242], [28.3976, -21.5177, 7.2196], [29.7112, -22.0331, 6.7793], [29.6808, -23.5285, 6.5404], [30.7268, -21.2509, 6.3483], [30.8324, -20.1394, 6.8777], [27.7191, -21.6562, 6.3778], [28.3835, -20.4558, 7.4652], [27.8247, -22.1314, 7.9148], [29.0325, -23.8590, 5.7289], [30.7480, -23.7260, 6.4386], [29.2825, -23.9811, 7.4484], [31.4607, -21.8911, 5.8347], [23.6556, -16.8585, 2.0831], [25.0647, -16.5922, 1.6622], [25.8199, -15.5280, 2.2692], [25.6356, -17.2901, 0.6987], [25.0618, -18.2674, 0.1787], [23.5863, -17.5915, 2.8868], [22.9962, -17.1466, 1.2644], [23.3476, -15.8377, 2.3095], [26.8970, -15.6690, 2.3584], [25.5355, -14.5270, 1.9448], [25.4299, -15.4856, 3.2861], [26.6568, -16.9702, 0.4399]], "mulliken_charge": [-0.771, 0.067, -0.959, 0.217, -0.590, 0.247, 0.249, 0.336, 0.320, 0.304, 0.336, 0.243, -1.001, 0.113, -0.856, 0.224, -0.620, 0.337, 0.337, 0.308, 0.259, 0.335, 0.320, 0.244, -0.984, 0.088, -0.881, 0.097, -0.607, 0.314, 0.342, 0.343, 0.305, 0.338, 0.316, 0.330, -0.881, 0.038, -0.883, 0.140, -0.536, 0.277, 0.349, 0.288, 0.292, 0.331, 0.300, 0.283, -0.828, 0.077, -0.990, 0.178, -0.624, 0.291, 0.311, 0.298, 0.351, 0.337, 0.319, 0.278, -0.748, 0.043, -0.903, 0.208, -0.609, 0.220, 0.360, 0.247, 0.289, 0.310, 0.358, 0.225, -0.883, 0.112, -0.983, 0.189, -0.653, 0.324, 0.305, 0.295, 0.336, 0.322, 0.345, 0.291, -0.914, 0.040, -0.880, 0.237, -0.595, 0.349, 0.301, 0.295, 0.286, 0.333, 0.302, 0.245, -0.918, 0.071, -1.019, 0.109, -0.623, 0.254, 0.321, 0.415, 0.370, 0.330, 0.375, 0.316]}

Number 1: lowest unoccupied orbital energy 0.029 eV. Number 2: lowest unoccupied orbital energy 0.335 eV.